Record 1
The following is a DFT calculation (ωB97M-V/def2-TZVPD) of a 2-piece molecular cluster, C3HN3O2 overall.

## Properties
Max |F|, eV/Å: 1.36
HOMO, eV: -11.054
Orbital gap, hartree: 0.4214
E_LUMO, eV: 0.4
ΔE to the lowest compared entry with this formula, charge and spin, kJ/mol: 4.3
Structure (SMILES): N#CN=C=O.N=C=O
Total energy, eV: -11691.3948

```
9
C3HN3O2, DFT ωB97M-V/def2-TZVPD
C 1.5752 0.0826 -0.6725
C -1.1969 1.1100 0.3559
C -2.0003 -1.1708 0.2709
N -2.3521 -2.2354 0.0391
N 2.4301 0.0660 0.1521
N -1.6074 0.0145 0.6100
O 0.6253 0.2160 -1.3178
O -0.8296 2.1957 0.3024
H 3.3556 -0.2787 0.2598
```

Atom-resolved charges from Mulliken, all expressed in e: C 0.5595; C 0.6786; C 0.4622; N -0.4002; N -0.3847; N -0.3662; O -0.4540; O -0.3724; H 0.2772

Record 2
The following is a DFT calculation (ωB97M-V/def2-TZVPD) of an isolated ion of composition C3HN4 and charge +1.

## Properties
Max |F|, eV/Å: 6.38
HOMO (alpha / beta), eV: -16.138 / -16.174
Orbital gap (alpha / beta), hartree: 0.2692 / 0.2679
Charge: +1
E_LUMO (alpha / beta), eV: -8.8 / -8.9
ΔE to the lowest compared entry with this formula, charge and spin, kJ/mol: 357.0
Structure (SMILES): N#CC#[N+]NC#N
Total energy, eV: -9070.5197

```
8
C3HN4, DFT ωB97M-V/def2-TZVPD
C 1.0045 -0.2111 -0.8576
C -0.6504 -0.1217 1.7333
C 1.5991 0.6717 -1.6585
N -0.1685 0.1927 2.7190
N 2.1723 1.2771 -2.4704
N -1.1708 -0.4974 0.5458
N -0.6701 -0.3851 -0.5827
H -2.1162 -0.9262 0.5711
```

Atom-resolved charges from Mulliken, all expressed in e: C -0.0628; C 0.3223; C 0.4681; N -0.1001; N -0.0336; N 0.2515; N -0.2177; H 0.3724

Record 3
The following is a DFT calculation (ωB97M-V/def2-TZVPD) of one molecule with the formula C3HN5.

## Properties
Max |F|, eV/Å: 6.49
HOMO, eV: -10.730
Orbital gap, hartree: 0.3671
E_LUMO, eV: -0.7
ΔE to the lowest compared entry with this formula, charge and spin, kJ/mol: 216.7
Structure (SMILES): N#CC1(C2N=N2)N=N1
Total energy, eV: -10571.6152

```
9
C3HN5, DFT ωB97M-V/def2-TZVPD
C -2.1386 0.1101 0.5852
C 0.3518 0.5622 0.0738
C -1.0177 1.0816 -0.2435
N -2.9365 -0.3138 1.2784
N 1.3719 0.5321 -0.9797
N 1.4624 1.5193 -0.2929
N -1.4470 2.4063 -0.2715
N -1.5985 1.7908 -1.2946
H 0.3067 0.0189 0.9900
```

Atom-resolved charges from Mulliken, all expressed in e: C 0.0230; C 0.1071; C 0.7651; N -0.3744; N -0.2097; N -0.2349; N -0.2753; N -0.2814; H 0.4806

Record 4
The following is a DFT calculation (ωB97M-V/def2-TZVPD) of an isolated ion of composition C3HN6O2 and charge +1.

## Properties
Max |F|, eV/Å: 4.69
HOMO (alpha / beta), eV: -14.713 / -14.700
Orbital gap (alpha / beta), hartree: 0.2380 / 0.2315
Charge: +1
E_LUMO (alpha / beta), eV: -8.2 / -8.4
Structure (SMILES): O=[N+]=c1nnc2[nH]nnc2o1
Total energy, eV: -16146.6643

```
12
C3HN6O2, DFT ωB97M-V/def2-TZVPD
C 1.3667 -0.3884 -1.0861
C 1.6228 -2.6942 -1.0886
C 0.2783 -0.5474 -0.1821
N 1.5005 0.9113 -1.3178
N 0.4664 -2.7919 -0.1972
N -0.0820 -1.7821 0.1698
N 0.6114 1.5426 -0.6458
N -0.1404 0.7275 0.0407
N 2.2071 -3.7242 -1.4366
O 2.0342 -1.4429 -1.5381
O 2.5288 -4.8345 -1.5588
H -0.8901 1.0683 0.6366
```

Atom-resolved charges from Mulliken, all expressed in e: C 0.8092; C 0.3857; C 0.3456; N -0.2848; N -0.4097; N -0.0243; N -0.4473; N 0.2688; N 0.6212; O -0.2658; O -0.2610; H 0.2624

Record 5
The following is a DFT calculation (ωB97M-V/def2-TZVPD) of a 2-piece molecular cluster, C3HNO overall.

## Properties
Max |F|, eV/Å: 2.57
HOMO (alpha / beta), eV: -9.717 / -9.730
Orbital gap (alpha / beta), hartree: 0.2818 / 0.2818
E_LUMO (alpha / beta), eV: -2.0 / -2.1
ΔE to the lowest compared entry with this formula, charge and spin, kJ/mol: 316.1
Total energy, eV: -6659.7312

```
6
C3HNO, DFT ωB97M-V/def2-TZVPD
C 1.0468 -1.3628 0.6488
C -1.7188 1.7566 -0.4011
C 0.4989 -0.7514 -0.3439
N 1.6417 -1.8136 1.6245
O -1.3990 2.8348 -0.2649
H -0.0696 -0.6636 -1.2633
```

Atom-resolved charges from Mulliken, all expressed in e: C 0.6076; C 0.1469; C -0.6479; N -0.3713; O -0.1472; H 0.4119

Record 6
The following is a DFT calculation (ωB97M-V/def2-TZVPD) of a 2-piece molecular cluster, C3HNO2 overall.

## Properties
Max |F|, eV/Å: 1.91
HOMO, eV: -9.809
Orbital gap, hartree: 0.3251
E_LUMO, eV: -1.0
ΔE to the lowest compared entry with this formula, charge and spin, kJ/mol: 177.4
Total energy, eV: -8708.5067

```
7
C3HNO2, DFT ωB97M-V/def2-TZVPD
O -2.0881 -1.8964 -0.6976
C -1.7800 -0.8416 -0.4184
C 0.4714 0.1370 0.0893
O -0.2943 1.1591 0.2412
C 1.8717 0.3674 0.3148
N 3.0271 0.3272 0.4425
H -1.2078 0.7472 0.0282
```

Atom-resolved charges from Mulliken, all expressed in e: O -0.1412; C 0.0874; C -0.1347; O -0.2614; C 0.2808; N -0.3318; H 0.5009

Record 7
The following is a DFT calculation (ωB97M-V/def2-TZVPD) of one molecule with the formula C3HNO2.

## Properties
Max |F|, eV/Å: 3.26
HOMO, eV: -8.965
Orbital gap, hartree: 0.2870
E_LUMO, eV: -1.2
ΔE to the lowest compared entry with this formula, charge and spin, kJ/mol: 585.0
Total energy, eV: -8704.2815

```
7
C3HNO2, DFT ωB97M-V/def2-TZVPD
C -0.4138 0.5315 1.4492
C -0.3593 0.0065 0.3586
C 0.7496 0.0951 -0.9376
N -0.1621 -0.8450 -0.7389
O 1.7614 0.6815 -0.9270
O -0.7670 -1.8358 -1.2611
H -0.8089 1.3662 2.0568
```

Atom-resolved charges from Mulliken, all expressed in e: C -0.3802; C 0.0993; C 0.5570; N 0.3929; O -0.3487; O -0.6291; H 0.3087

Record 8
The following is a DFT calculation (ωB97M-V/def2-TZVPD) of one molecule with the formula C3HNO2.

## Properties
Max |F|, eV/Å: 7.45
HOMO, eV: -11.622
Orbital gap, hartree: 0.3378
E_LUMO, eV: -2.4
ΔE to the lowest compared entry with this formula, charge and spin, kJ/mol: 127.4
Structure (SMILES): N#CC(=O)C=O
Total energy, eV: -8709.0244

```
7
C3HNO2, DFT ωB97M-V/def2-TZVPD
C -1.0934 -0.2897 0.0603
C 0.0390 0.5977 0.0699
C 1.4240 -0.1825 0.0390
H -2.2740 0.0138 0.2838
N 2.5680 -0.5275 -0.0607
O -0.7142 -1.4593 -0.2062
O 0.0507 1.8475 -0.1860
```

Atom-resolved charges from Mulliken, all expressed in e: C 0.0707; C 0.5384; C 0.2907; H 0.2906; N -0.3699; O -0.3895; O -0.4311

Record 9
The following is a DFT calculation (ωB97M-V/def2-TZVPD) of one molecule with the formula C3HNO3.

## Properties
Max |F|, eV/Å: 7.86
HOMO, eV: -10.840
Orbital gap, hartree: 0.3375
E_LUMO, eV: -1.7
ΔE to the lowest compared entry with this formula, charge and spin, kJ/mol: 149.1
Structure (SMILES): O=C1N=COC1=O
Total energy, eV: -10757.2235

```
8
C3HNO3, DFT ωB97M-V/def2-TZVPD
C 0.5049 -0.9715 -0.1223
C 0.3822 1.2086 -0.1437
C -0.9117 -0.5394 0.0138
H 0.7935 2.2818 0.0876
N -0.8676 0.9815 -0.0324
O 0.8611 -2.0569 -0.0494
O 1.3151 0.0748 0.1825
O -2.0774 -0.9790 0.0640
```

Atom-resolved charges from Mulliken, all expressed in e: C 0.4159; C 0.0572; C 0.6193; H 0.3082; N -0.2943; O -0.3674; O -0.2879; O -0.4510

Record 10
The following is a DFT calculation (ωB97M-V/def2-TZVPD) of a 3-piece molecular cluster, C3HNO3S overall.

## Properties
Max |F|, eV/Å: 4.68
HOMO, eV: -10.917
Orbital gap, hartree: 0.4187
E_LUMO, eV: 0.5
ΔE to the lowest compared entry with this formula, charge and spin, kJ/mol: 9.2
Total energy, eV: -21594.8069

```
9
C3HNO3S, DFT ωB97M-V/def2-TZVPD
C 4.7482 -0.1936 1.2395
C 0.6076 -1.2266 0.4470
C 1.6588 2.2092 1.9494
N -0.5406 -0.9186 0.2851
O 4.2440 0.3594 0.3917
O 1.7061 -1.5440 0.5284
O 1.3497 1.6287 2.8986
S 2.0969 3.0945 0.7713
H -1.0839 -0.2872 0.6884
```

Atom-resolved charges from Mulliken, all expressed in e: C 0.0849; C 0.5690; C 0.6276; N -0.4594; O -0.0803; O -0.3690; O -0.3394; S -0.2999; H 0.2665

Record 11
The following is a DFT calculation (ωB97M-V/def2-TZVPD) of an isolated ion of composition C3HO2 and charge -1.

## Properties
Max |F|, eV/Å: 3.44
HOMO, eV: -2.425
Orbital gap, hartree: 0.2569
Charge: -1
E_LUMO, eV: 4.6
ΔE to the lowest compared entry with this formula, charge and spin, kJ/mol: 83.3
Structure (SMILES): O=c1cc1[O-]
Total energy, eV: -7220.7591

```
6
C3HO2, DFT ωB97M-V/def2-TZVPD
C 0.7204 -0.0428 0.0388
C -0.3938 -0.8459 0.0636
C -0.3437 0.8198 -0.0405
O -0.9078 -1.9623 0.0085
O -0.9197 1.9612 0.0375
H 1.8447 0.0700 -0.1079
```

Atom-resolved charges from Mulliken, all expressed in e: C -0.5162; C 0.3113; C 0.2959; O -0.6741; O -0.6987; H 0.2817

Record 12
The following is a DFT calculation (ωB97M-V/def2-TZVPD) of C3HO2Pb as an isolated structure.

## Properties
Max |F|, eV/Å: 9.59
HOMO, eV: -13.998
Orbital gap, hartree: 0.2769
Charge: +1
E_LUMO, eV: -6.5
ΔE to the lowest compared entry with this formula, charge and spin, kJ/mol: 246.1
Total energy, eV: -12457.8969

```
7
C3HO2Pb, DFT ωB97M-V/def2-TZVPD
H 0.1312 -2.1533 -0.4381
C -1.0763 -1.2364 0.2839
C 0.0603 -0.9404 -0.3069
O -2.1672 -0.7003 0.4219
Pb 1.6304 0.3042 0.4652
O -0.3506 1.6077 -0.0402
C -1.4872 1.8771 0.1072
```

Atom-resolved charges from Mulliken, all expressed in e: H 0.3200; C 0.6395; C -0.8459; O -0.3613; Pb 1.2098; O -0.2043; C 0.2422

- What is the formula in the fourth record?
  C3HN6O2

Copy entry 2 word for word.
The following is a DFT calculation (ωB97M-V/def2-TZVPD) of an isolated ion of composition C3HN4 and charge +1.

## Properties
Max |F|, eV/Å: 6.38
HOMO (alpha / beta), eV: -16.138 / -16.174
Orbital gap (alpha / beta), hartree: 0.2692 / 0.2679
Charge: +1
E_LUMO (alpha / beta), eV: -8.8 / -8.9
ΔE to the lowest compared entry with this formula, charge and spin, kJ/mol: 357.0
Structure (SMILES): N#CC#[N+]NC#N
Total energy, eV: -9070.5197

```
8
C3HN4, DFT ωB97M-V/def2-TZVPD
C 1.0045 -0.2111 -0.8576
C -0.6504 -0.1217 1.7333
C 1.5991 0.6717 -1.6585
N -0.1685 0.1927 2.7190
N 2.1723 1.2771 -2.4704
N -1.1708 -0.4974 0.5458
N -0.6701 -0.3851 -0.5827
H -2.1162 -0.9262 0.5711
```

Atom-resolved charges from Mulliken, all expressed in e: C -0.0628; C 0.3223; C 0.4681; N -0.1001; N -0.0336; N 0.2515; N -0.2177; H 0.3724